(i)
C9H8O2S | ωB97M-V/def2-TZVPD

Each atom is followed by the atoms it is bonded to, with distances in Å.
Geometry (Å):
1 C -0.97995 -1.49516 1.23276  C2 1.373, C3 1.394, H13 1.035
2 C -1.05783 -1.01264 2.51599  C1 1.373, C4 1.347, H14 1.049
3 C -0.38397 -0.72577 0.23531  C1 1.394, C5 1.379, H15 1.100
4 C -0.64309 0.24825 2.74499  C2 1.347, C6 1.403, H16 1.121
5 C -0.01037 0.59253 0.39365  C3 1.379, C6 1.415, C8 1.494
6 C -0.27407 1.09557 1.68972  C4 1.403, C5 1.415, S12 1.729
7 C 0.30729 -0.29032 -2.69653  C9 1.478, O10 1.301, H17 1.000
8 C 0.63723 1.30202 -0.75099  C5 1.494, C9 1.513, H18 1.113, H19 1.092
9 C 1.24767 0.33736 -1.74432  C7 1.478, C8 1.513, O11 1.226
10 O 0.91739 -0.94510 -3.64084  C7 1.301, H20 1.042
11 O 2.41112 -0.04785 -1.76481  C9 1.226
12 S -0.26059 2.71219 2.30208  C6 1.729
13 H -1.21940 -2.43388 0.86892  C1 1.035
14 H -1.39213 -1.65803 3.27235  C2 1.049
15 H -0.60985 -1.13433 -0.76028  C3 1.100
16 H -1.09660 0.81897 3.59721  C4 1.121
17 H -0.67600 -0.10919 -2.66018  C7 1.000
18 H -0.14303 1.83114 -1.34292  C8 1.113
19 H 1.39000 1.97148 -0.33029  C8 1.092
20 H 1.83617 -1.05726 -3.16180  O10 1.042

Output
Highest occupied orbital energy (spin up / spin down) (eV): -8.782 / -8.230

In elementary charge units, the Löwdin charges are: -0.0405, -0.0815, -0.0312, -0.1691, -0.2125, -0.6447, -0.1220, -0.0689, -0.4032, 0.0649, 0.0672, 0.7349, 0.0903, 0.0976, 0.1118, 0.0936, 0.0873, 0.1427, 0.1280, 0.1554

(ii)
C9H8O2S | ωB97M-V/def2-TZVPD

Each atom is followed by the atoms it is bonded to, with distances in Å.
Geometry (Å):
1 C -0.90225 2.72961 -0.34761  C2 1.388, C3 1.387, H13 1.079
2 C 0.23189 2.47554 0.41154  C1 1.388, C4 1.377, H14 1.079
3 C -1.59802 1.67600 -0.92284  C1 1.387, C5 1.379, H15 1.080
4 C 0.67437 1.18413 0.59463  C2 1.377, C6 1.403, H16 1.077
5 C -1.16469 0.37883 -0.74997  C3 1.379, C6 1.405, H17 1.080
6 C -0.01615 0.10936 0.01347  C4 1.403, C5 1.405, C8 1.417
7 C 1.79530 -1.77489 1.28106  C8 1.838, S12 1.758, H18 1.071
8 C 0.45946 -1.21842 0.14761  C6 1.417, C7 1.838, O11 1.312
9 C 0.42324 -3.51000 -0.06746  O11 1.397, S12 1.902, H19 1.095, H20 1.092
10 O 3.11958 -3.27195 -0.43296  S12 1.469
11 O -0.11959 -2.26451 -0.39144  C8 1.312, C9 1.397
12 S 2.16720 -3.38454 0.68030  C7 1.758, C9 1.902, O10 1.469
13 H -1.23915 3.74536 -0.48802  C1 1.079
14 H 0.77650 3.29376 0.85727  C2 1.079
15 H -2.48258 1.86936 -1.51105  C3 1.080
16 H 1.55242 0.98503 1.18545  C4 1.077
17 H -1.70684 -0.44103 -1.19769  C5 1.080
18 H 2.57270 -1.05071 1.41913  C7 1.071
19 H -0.18565 -3.99346 0.70378  C9 1.095
20 H 0.46361 -4.12518 -0.96858  C9 1.092

Output
Highest occupied orbital energy (spin up / spin down) (eV): -7.954 / -7.953

In elementary charge units, the Löwdin charges are: -0.0632, -0.0659, -0.0689, -0.0064, -0.0035, -0.1845, -0.1976, -0.1145, -0.2770, -0.5513, -0.0520, 0.8166, 0.1069, 0.1080, 0.1072, 0.1107, 0.1199, 0.0010, 0.1036, 0.1109

Which one is most stable, and which one is least stable? (i) is the most stable of them, while (ii) is the least stable.

(i)
C7H12 | ωB97M-V/def2-TZVPD

Each atom is followed by the atoms it is bonded to, with distances in Å.
Geometry (Å):
1 C -2.79785 -0.00378 0.26308  C2 1.528, H8 1.097, H9 1.096, H10 1.095
2 C -1.44252 -0.20724 -0.41263  C1 1.528, C3 1.540, H11 1.098, H12 1.097
3 C -0.62020 1.08995 -0.30623  C2 1.540, C4 1.498, H13 1.095, H14 1.089
4 C 0.63980 1.11181 -1.11545  C3 1.498, C5 1.316, H16 1.088
5 C 1.76697 0.85910 -0.48540  C4 1.316, C6 1.312
6 C 2.10839 -0.34389 -0.08954  C5 1.312, C7 1.464, H15 1.090
7 C 2.85258 -0.95025 1.01645  C6 1.464, H17 1.084, H18 1.089, H19 1.098
8 H -2.67467 0.23170 1.32740  C1 1.097
9 H -3.32891 0.83597 -0.20006  C1 1.096
10 H -3.43648 -0.88966 0.18757  C1 1.095
11 H -0.92111 -1.04815 0.06421  C2 1.098
12 H -1.58569 -0.48977 -1.46288  C2 1.097
13 H -0.35752 1.24840 0.74524  C3 1.095
14 H -1.23507 1.92911 -0.62776  C3 1.089
15 H 1.45419 -1.04500 -0.60766  C6 1.090
16 H 0.61099 1.04815 -2.20166  C4 1.088
17 H 3.60766 -0.30647 1.45241  C7 1.084
18 H 3.27360 -1.89729 0.68195  C7 1.089
19 H 2.08584 -1.17270 1.77095  C7 1.098

Output
Highest occupied orbital energy (eV): -8.566
Structure (SMILES): CC=C=CCCC

In elementary charge units, the Löwdin charges are: -0.1222, -0.2578, -0.2187, -0.1328, -0.0188, -0.2351, -0.1108, 0.0759, 0.0724, 0.0696, 0.1037, 0.1101, 0.1184, 0.1065, 0.1003, 0.1166, 0.0718, 0.0700, 0.0810

(ii)
C7H12 | ωB97M-V/def2-TZVPD

Each atom is followed by the atoms it is bonded to, with distances in Å.
Geometry (Å):
1 C 2.53445 0.36962 -0.74687  C2 1.543, H8 1.102, H9 1.101, H10 1.097
2 C 1.23926 -0.46636 -0.67428  C1 1.543, C3 1.880, H11 1.071, H12 1.103
3 C 0.12191 -0.24476 0.82151  C2 1.880, C4 1.536, C7 1.506, H13 1.082
4 C -0.61431 1.10294 0.81705  C3 1.536, C5 1.536, H14 1.100, H15 1.095
5 C -1.93307 0.31612 0.81203  C4 1.536, C6 1.487, C7 1.536, H16 1.088
6 C -2.03032 -0.50073 -0.42716  C5 1.487, C7 1.514, H17 1.088, H18 1.090
7 C -1.16878 -1.01193 0.70819  C3 1.506, C5 1.536, C6 1.514, H19 1.089
8 H 2.95232 0.31862 -1.76489  C1 1.102
9 H 3.33300 0.02497 -0.07101  C1 1.101
10 H 2.34978 1.42689 -0.51946  C1 1.097
11 H 0.51259 -0.17793 -1.40668  C2 1.071
12 H 1.46895 -1.54076 -0.77460  C2 1.103
13 H 1.16234 -0.53831 0.86087  C3 1.082
14 H -0.46570 1.69840 -0.09525  C4 1.100
15 H -0.48168 1.75441 1.68749  C4 1.095
16 H -2.79265 0.52603 1.44428  C5 1.088
17 H -2.96272 -1.04141 -0.57291  C6 1.088
18 H -1.57312 -0.12968 -1.34438  C6 1.090
19 H -1.42997 -1.94780 1.19932  C7 1.089

Output
Highest occupied orbital energy (eV): -7.922
Structure (SMILES): CC[C@H]1C[C@H]2C[C@@H]12

In elementary charge units, the Löwdin charges are: -0.1233, -0.1756, -0.1589, -0.1269, -0.2192, -0.0980, -0.2005, 0.0708, 0.0703, 0.0688, 0.0597, 0.1030, 0.0658, 0.1070, 0.1036, 0.1302, 0.1030, 0.0946, 0.1254

Which one is most stable, and which one is least stable? (i) is the most stable of them, while (ii) is the least stable.

(i)
C7H12 | ωB97M-V/def2-TZVPD

Each atom is followed by the atoms it is bonded to, with distances in Å.
Geometry (Å):
1 C -1.53802 0.30137 -1.35093  C2 1.541, H8 1.096, H9 1.090, H10 1.084
2 C -0.14795 -0.35753 -1.43343  C1 1.541, C3 1.511, H11 1.092, H12 1.089
3 C 0.75483 -0.06695 -0.25676  C2 1.511, C4 1.361, C7 1.466
4 C 0.76796 -0.86522 0.84598  C3 1.361, C5 1.504, H13 1.085
5 C -0.36163 -1.80096 1.17814  C4 1.504, H14 1.099, H15 1.085, H16 1.089
6 C 1.24546 1.97349 1.12404  C7 1.336, H17 1.085, H18 1.081
7 C 1.07968 1.34718 -0.04441  C3 1.466, C6 1.336, H19 1.093
8 H -1.52776 1.06767 -0.56713  C1 1.096
9 H -2.22435 -0.42808 -0.92128  C1 1.090
10 H -1.91609 0.81661 -2.22684  C1 1.084
11 H 0.36217 0.05098 -2.30856  C2 1.092
12 H -0.24014 -1.43844 -1.53276  C2 1.089
13 H 1.57362 -0.65267 1.54071  C4 1.085
14 H -0.52987 -2.46567 0.31909  C5 1.099
15 H -1.27667 -1.24027 1.33671  C5 1.085
16 H -0.08535 -2.50875 1.95845  C5 1.089
17 H 0.95264 1.54259 2.07608  C6 1.085
18 H 1.91488 2.81532 1.23721  C6 1.081
19 H 1.19659 1.90933 -0.97432  C7 1.093

Output
Highest occupied orbital energy (eV): -8.210
Structure (SMILES): C=C/C(=C/C)CC

In elementary charge units, the Löwdin charges are: -0.0888, -0.2217, -0.2821, -0.1023, -0.0787, 0.0126, -0.1689, 0.0709, 0.0641, 0.0669, 0.1043, 0.0948, 0.0973, 0.0741, 0.0798, 0.0696, 0.0531, 0.0516, 0.1033

(ii)
C7H12 | ωB97M-V/def2-TZVPD

Each atom is followed by the atoms it is bonded to, with distances in Å.
Geometry (Å):
1 C -2.05198 -1.26694 0.79372  C2 1.500, H8 1.097, H9 1.098, H10 1.094
2 C -1.54956 -0.42234 -0.33951  C1 1.500, C7 1.337, H11 1.091
3 C 0.09796 1.08636 -1.46084  C4 1.336, C7 1.471, H12 1.086
4 C 1.23092 1.71092 -1.12874  C3 1.336, C5 1.509, H14 1.086
5 C 1.67520 1.37288 0.27345  C4 1.509, C6 1.548, H15 1.096, H16 1.098
6 C 0.68724 0.26623 0.71561  C5 1.548, C7 1.522, H17 1.095, H18 1.097
7 C -0.38569 0.23501 -0.36334  C2 1.337, C3 1.471, C6 1.522
8 H -3.04225 -0.93063 1.12571  C1 1.097
9 H -2.15743 -2.31695 0.49216  C1 1.098
10 H -1.37948 -1.23351 1.65655  C1 1.094
11 H -2.20054 -0.34314 -1.21101  C2 1.091
12 H -0.43134 1.18857 -2.40407  C3 1.086
13 H 0.73357 -2.14820 -1.24357  H19 0.745
14 H 1.77365 2.40594 -1.76316  C4 1.086
15 H 2.71907 1.03910 0.30712  C5 1.096
16 H 1.61089 2.25803 0.92065  C5 1.098
17 H 0.26992 0.45158 1.71064  C6 1.095
18 H 1.19641 -0.70486 0.75851  C6 1.097
19 H 1.11654 -2.78334 -1.17598  H13 0.745

Output
Highest occupied orbital energy (eV): -8.097
Structure (SMILES): C/C=C1/C=CCC1.[H][H]

In elementary charge units, the Löwdin charges are: -0.0991, -0.1378, -0.0668, -0.0867, -0.1813, -0.1462, -0.2941, 0.0725, 0.0732, 0.0647, 0.1043, 0.1095, 0.0202, 0.1001, 0.1053, 0.1083, 0.1107, 0.1024, 0.0406

(iii)
C7H12 | ωB97M-V/def2-TZVPD

Each atom is followed by the atoms it is bonded to, with distances in Å.
Geometry (Å):
1 C 1.41659 0.33226 -2.03754  C2 1.521, H8 1.097, H9 1.098, H10 1.097
2 C 0.13477 0.52313 -1.24198  C1 1.521, C3 1.555, C7 1.555, H11 1.096
3 C -0.50951 -0.76984 -0.66664  C2 1.555, C4 1.529, H12 1.096, H13 1.097
4 C -0.42369 -0.15746 0.73128  C3 1.529, C5 1.496, C6 1.495, C7 1.528
5 C -1.48999 -0.17944 1.78043  C4 1.496, C6 1.506, H14 1.088, H15 1.088
6 C -0.17368 -0.87121 2.02031  C4 1.495, C5 1.506, H16 1.087, H17 1.087
7 C 0.30481 1.07703 0.20063  C2 1.555, C4 1.528, H18 1.097, H19 1.096
8 H 1.22948 -0.19511 -2.98055  C1 1.097
9 H 2.13984 -0.26004 -1.46222  C1 1.098
10 H 1.88885 1.29299 -2.27530  C1 1.097
11 H -0.58510 1.11238 -1.82124  C2 1.096
12 H -1.52240 -0.99278 -1.01976  C3 1.096
13 H 0.11380 -1.66238 -0.80275  C3 1.097
14 H -2.36801 -0.79715 1.60523  C5 1.088
15 H -1.68978 0.74089 2.32484  C5 1.088
16 H -0.15481 -1.95842 2.00418  C6 1.087
17 H 0.52219 -0.41863 2.72282  C6 1.087
18 H 1.35341 1.14866 0.51573  C7 1.097
19 H -0.18676 2.03512 0.40252  C7 1.096

Output
Highest occupied orbital energy (eV): -9.778
Structure (SMILES): CC1CC2(CC2)C1

In elementary charge units, the Löwdin charges are: -0.0859, -0.3413, -0.0811, -0.4364, -0.0906, -0.0904, -0.0815, 0.0753, 0.0792, 0.0753, 0.1312, 0.1099, 0.1124, 0.1001, 0.1001, 0.1006, 0.1005, 0.1125, 0.1100

Which one is most stable, and which one is least stable? (iii) is the most stable of them, while (i) is the least stable.